The following is a DFT calculation (ωB97M-V/def2-TZVPD) of a molecular structure, C39H34ClN3SSi2Tm in a non-equilibrium geometry.

Calculated values
strongest force on any atom	3.4	eV/Å
Kohn-Sham gap (spin up / spin down)	4.8 / 4.7	eV

The geometry in ORCA input format:
```
! wB97M-V def2-TZVPD RIJCOSX def2/J DEFGRID3
* xyz 1 3
C -0.3847 0.0879 5.0648
C -0.0811 -1.0045 4.2025
C 0.9856 -0.6047 3.3464
H -0.5315 -1.9934 4.2662
C 1.3311 0.7450 3.6645
C 0.4731 1.1838 4.7229
H 0.5808 2.1060 5.2888
H -1.0376 0.0346 5.9344
H 1.5283 -1.2545 2.6571
H 2.1917 1.2877 3.2790
Tm -0.9513 0.8759 2.8293
Si -0.0346 0.1307 -0.1509
C -0.7277 -1.5249 -0.6230
C -1.3555 -1.8026 -1.8535
H -1.4355 -1.0163 -2.6022
C -1.8538 -3.0799 -2.1249
H -2.2903 -3.2950 -3.1017
C -1.7725 -4.0890 -1.1673
H -2.1453 -5.0882 -1.3989
C -1.2250 -3.8077 0.0841
H -1.1888 -4.5830 0.8464
C -0.7143 -2.5367 0.3626
H -0.3100 -2.3180 1.3554
C 1.8122 0.1642 -0.1168
C 2.5722 -0.9874 -0.4009
H 2.0699 -1.9000 -0.7282
C 3.9645 -0.9554 -0.2620
H 4.5470 -1.8543 -0.4625
C 4.6235 0.2194 0.1171
H 5.7157 0.2519 0.1936
C 3.8686 1.3644 0.3919
H 4.3681 2.2864 0.6887
C 2.4765 1.3418 0.2773
H 1.8906 2.2424 0.4835
H -0.5684 1.2809 -0.9141
Si 0.4763 0.1886 -5.1278
C 2.3124 0.3781 -5.1182
C 3.1240 -0.6256 -5.6652
H 2.6656 -1.4952 -6.1434
C 4.5139 -0.5377 -5.5607
H 5.1323 -1.3374 -5.9684
C 5.0986 0.5510 -4.9131
H 6.1755 0.5958 -4.7914
C 4.2941 1.5723 -4.4041
H 4.7441 2.4313 -3.9105
C 2.9074 1.4889 -4.5045
H 2.2840 2.2780 -4.0818
C 0.0943 -1.6120 -5.3995
C 0.4289 -2.6213 -4.4918
H 0.9419 -2.3759 -3.5589
C 0.0782 -3.9511 -4.7558
H 0.3034 -4.7219 -4.0184
C -0.5754 -4.2872 -5.9375
H -0.8727 -5.3166 -6.1234
C -0.8651 -3.2912 -6.8757
H -1.3536 -3.5556 -7.8140
C -0.5471 -1.9623 -6.6041
H -0.7960 -1.1699 -7.3135
H -0.1838 1.0514 -6.1500
Cl -0.2084 1.0735 -3.3970
N -3.4160 3.5994 4.9854
C -4.0929 2.5703 5.6554
C -4.9925 2.6123 6.7095
C -5.4187 1.3864 7.2401
C -4.9298 0.1751 6.7139
C -4.0077 0.1586 5.6548
C -3.6054 1.3817 5.1127
N -2.6648 1.6981 4.1177
C -2.5625 3.0580 4.0885
C -1.7074 3.7996 3.1684
C -1.6138 5.1576 2.9644
S -0.5934 5.5279 1.6174
C -0.2783 3.8364 1.3819
N -0.9090 3.0586 2.2784
H -3.5550 4.5959 5.1360
H -5.3534 3.5581 7.0970
H -6.1234 1.3370 8.0651
H -5.2836 -0.7590 7.1555
H -3.5891 -0.7655 5.2640
H -2.1271 5.9056 3.5553
H 0.2596 3.4525 0.5182
*
```

---

The following is a DFT calculation (ωB97M-V/def2-TZVPD) of a molecular structure, C24H26INO2RhS3SbSi.

Calculated values
strongest force on any atom	0.3	eV/Å
relative energy (zero: lowest compared OMol25 entry of this formula, charge and spin)	0.0	kcal/mol
Kohn-Sham gap (spin up / spin down)	7.2 / 6.0	eV

The geometry in ORCA input format:
```
! wB97M-V def2-TZVPD RIJCOSX def2/J DEFGRID3
* xyz -1 6
Rh -2.1518 -1.6481 -2.2097
S -6.9766 -2.8438 -1.7729
Sb -5.0083 -2.2146 -0.8309
S -3.1718 -3.6235 -1.4547
S -4.0476 -0.2908 -1.8750
O -0.4085 -1.2423 -1.2862
Si 0.8549 -0.2587 -1.2997
C 0.3118 1.5368 -1.4678
C -0.9982 1.9036 -1.1603
C -1.4191 3.2234 -1.2673
C -0.5261 4.2059 -1.6764
C 0.7829 3.8616 -1.9911
C 1.1931 2.5374 -1.8921
C 2.0746 -0.5766 -2.6966
C 3.3413 -1.1200 -2.4750
C 4.2151 -1.3636 -3.5288
C 3.8295 -1.0702 -4.8292
C 2.5688 -0.5368 -5.0725
C 1.7045 -0.2916 -4.0147
C 1.7960 -0.5158 0.3167
C 2.5463 0.4930 0.9218
C 3.2352 0.2686 2.1102
C 3.1967 -0.9856 2.7060
C 2.4650 -2.0068 2.1095
C 1.7674 -1.7693 0.9314
H -1.7018 1.1359 -0.8502
H -2.4469 3.4818 -1.0406
H -0.8529 5.2357 -1.7619
H 1.4778 4.6222 -2.3269
H 2.2093 2.2737 -2.1707
H 3.6544 -1.3545 -1.4627
H 5.1938 -1.7858 -3.3338
H 4.5068 -1.2603 -5.6533
H 2.2557 -0.3198 -6.0864
H 0.7173 0.1097 -4.2221
H 2.5792 1.4803 0.4714
H 3.8026 1.0702 2.5679
H 3.7377 -1.1681 3.6269
H 2.4313 -2.9892 2.5685
H 1.1764 -2.5611 0.4855
O -2.5595 -1.1949 1.0172
C -1.6487 -0.8864 1.7486
C -1.2124 -1.7265 2.9212
C -2.1241 -1.2739 4.0798
C -2.2127 0.2469 4.3171
C -2.9504 1.0552 3.2326
C -2.0844 1.4328 2.0173
N -1.0955 0.3893 1.7218
H -0.1648 -1.5428 3.1654
H -1.3549 -2.7849 2.7059
H -1.7810 -1.7515 5.0001
H -3.1319 -1.6502 3.8828
H -1.2083 0.6600 4.4773
H -2.7426 0.3877 5.2623
H -3.3494 1.9732 3.6704
H -3.8128 0.4756 2.8919
H -1.5309 2.3539 2.2015
H -2.7143 1.5978 1.1457
H -0.2862 0.4644 2.3245
I -1.9512 -1.8689 -4.8895
*
```

---

The following is a DFT calculation (ωB97M-V/def2-TZVPD) of C4H7NO2 in the gas phase in a non-equilibrium geometry.

Calculated values
strongest force on any atom	1.0	eV/Å
relative energy (zero: lowest compared OMol25 entry of this formula, charge and spin)	132.9	kcal/mol
Kohn-Sham gap	9.1	eV

The geometry in ORCA input format:
```
! wB97M-V def2-TZVPD RIJCOSX def2/J DEFGRID3
* xyz 0 1
C 1.4755 -0.2453 -0.4811
C 0.2592 0.0664 -0.9324
C 1.6535 -0.6610 0.9513
C -2.0667 0.6705 -0.3808
N -0.8507 -0.0423 -0.1137
O 0.4088 -0.9741 1.5539
O -0.5117 0.0492 1.2643
H 2.3454 -0.2256 -1.1116
H 0.0543 0.3257 -1.9584
H 2.2174 -1.5941 1.0284
H 2.1754 0.1180 1.5284
H -2.8216 0.3228 0.3233
H -1.9555 1.7569 -0.2764
H -2.3831 0.4329 -1.3952
*
```

---

The following is a DFT calculation (ωB97M-V/def2-TZVPD) of 2 unconnected molecules or ions with the total composition C3H10N3O in a non-equilibrium geometry.

Calculated values
strongest force on any atom	5.2	eV/Å
relative energy (zero: lowest compared OMol25 entry of this formula, charge and spin)	119.1	kcal/mol
Kohn-Sham gap	10.7	eV

The geometry in ORCA input format:
```
! wB97M-V def2-TZVPD RIJCOSX def2/J DEFGRID3
* xyz 1 1
C 0.6360 1.5537 -0.6536
C 0.2537 -0.8191 -0.9076
C -1.1760 -1.1431 1.9471
N -0.5137 0.5814 -1.3067
N 0.9894 0.8546 0.5295
N 0.9033 -0.5137 0.2755
O -1.7731 -0.7340 0.9647
H 1.4843 1.4186 -1.3822
H 0.3258 2.6875 -0.4075
H -0.5119 -1.6181 -0.9060
H 1.0202 -0.9378 -1.8037
H -1.1669 -2.2028 2.3376
H -0.4505 -0.4536 2.5351
H -0.9186 0.6520 -2.2362
H 0.3367 1.1302 1.2153
H 1.8236 -1.0720 0.4150
H -1.2622 0.6161 -0.6163
*
```

---

The following is a DFT calculation (ωB97M-V/def2-TZVPD) of 3 unconnected molecules or ions with the total composition C2H3ClO2S in a non-equilibrium geometry.

Calculated values
strongest force on any atom	2.7	eV/Å
relative energy (zero: lowest compared OMol25 entry of this formula, charge and spin)	105.1	kcal/mol
Kohn-Sham gap (spin up / spin down)	9.8 / 5.7	eV

The geometry in ORCA input format:
```
! wB97M-V def2-TZVPD RIJCOSX def2/J DEFGRID3
* xyz 0 3
C -2.1681 0.3103 0.2621
C -1.4033 1.2032 0.4431
O 0.3973 -2.4335 0.9855
O 1.5649 -1.4946 -0.9895
S 0.4127 -2.2133 -0.4513
Cl 3.4774 0.4497 0.1824
H -3.0479 -0.2908 0.1067
H 2.7387 -0.6350 -0.4152
H -0.9581 2.0230 0.8528
*
```

---

The following is a DFT calculation (ωB97M-V/def2-TZVPD) of a gas-phase ion, C5H12N2 (charge +1) in a non-equilibrium geometry.

Calculated values
strongest force on any atom	2.3	eV/Å
relative energy (zero: lowest compared OMol25 entry of this formula, charge and spin)	30.2	kcal/mol
Kohn-Sham gap (spin up / spin down)	9.7 / 6.5	eV

The geometry in ORCA input format:
```
! wB97M-V def2-TZVPD RIJCOSX def2/J DEFGRID3
* xyz 1 2
C 0.2355 -1.5872 1.5175
C -0.4004 -0.1813 1.6398
C 0.2747 0.8225 0.7634
C -0.0062 0.8227 -0.5979
N 0.5648 1.6634 -1.4532
C 0.1888 1.6291 -2.8502
N -0.8012 -2.5607 1.1402
H 0.9690 -1.5524 0.6881
H 1.0194 -1.7951 2.2594
H -1.4612 -0.3006 1.4447
H -0.2950 0.1693 2.6688
H 1.0539 1.4079 1.2399
H -0.7911 0.1668 -0.9541
H 1.1668 2.3585 -1.0359
H 0.0266 0.6001 -3.1606
H -0.6309 2.3132 -3.0623
H 1.0599 1.8398 -3.4793
H -1.6299 -2.3493 1.6972
H -0.5435 -3.4667 1.5346
*
```